[1]
122
Properties=species:S:1:pos:R:3 method="wB97M-V/def2-TZVPD" e_tot_ev=-234984.7586 total_charge=-1
Ca -0.838 3.943 -0.017
C 0.283 1.913 5.073
F -0.220 1.685 6.348
F 0.725 3.177 4.961
F 1.327 1.081 4.800
S -1.144 1.461 3.803
O -2.057 0.561 4.474
O -1.715 2.736 3.372
N -0.371 1.028 2.308
S -0.321 -0.506 2.405
O 0.339 -1.091 3.630
O -1.597 -1.155 2.070
C 0.923 -0.850 0.947
F 2.108 -0.408 1.287
F 1.032 -2.191 0.728
F 0.501 -0.156 -0.108
C -5.197 3.460 -3.891
F -4.467 2.962 -4.799
F -4.925 4.744 -3.849
F -6.522 3.170 -4.125
S -4.736 2.699 -2.089
O -5.918 1.946 -1.655
O -3.516 1.956 -2.290
N -4.411 4.155 -1.134
S -5.832 4.377 -0.485
O -6.947 4.542 -1.413
O -6.107 3.524 0.728
C -5.527 6.152 0.114
F -5.191 7.092 -0.882
F -6.756 6.580 0.471
F -4.781 6.303 1.209
C 2.344 7.693 -3.238
F 2.815 8.199 -4.328
F 3.187 7.937 -2.197
F 1.199 8.320 -2.921
S 2.059 5.793 -3.365
O 0.628 5.570 -3.401
O 2.817 5.285 -4.503
N 2.390 5.041 -1.748
S 3.876 4.757 -1.791
O 4.116 3.396 -2.217
O 4.792 5.722 -2.488
C 4.364 4.752 0.142
F 3.297 4.136 0.719
F 5.521 4.114 0.266
F 4.428 6.049 0.470
C -1.668 -6.183 5.040
C -1.370 -6.535 3.605
O -2.108 -7.763 3.447
C -3.088 -7.845 4.356
O -3.960 -8.658 4.403
O -2.992 -6.652 5.134
H -1.651 -5.146 5.375
H -1.035 -6.692 5.767
H -0.298 -6.731 3.608
H -1.728 -5.736 2.956
C -7.078 -1.294 3.505
C -7.003 -2.772 3.706
O -8.278 -3.253 3.408
C -9.077 -2.272 3.086
O -10.286 -2.444 2.798
O -8.426 -1.157 3.138
H -6.389 -0.926 2.745
H -6.954 -0.910 4.517
H -6.925 -3.154 4.724
H -6.203 -3.166 3.080
C -0.899 -1.382 -6.405
C 0.553 -1.020 -6.181
O 1.077 -1.068 -7.510
C 0.202 -1.644 -8.357
O 0.397 -1.977 -9.535
O -0.984 -1.796 -7.757
H -1.437 -0.447 -6.248
H -1.255 -2.235 -5.828
H 1.054 -1.647 -5.444
H 0.561 -0.020 -5.749
C -5.626 -4.777 -2.364
C -5.749 -5.711 -1.163
O -4.467 -6.239 -1.095
C -3.571 -5.562 -1.849
O -2.346 -5.737 -1.864
O -4.208 -4.435 -2.323
H -6.052 -3.784 -2.215
H -6.024 -5.178 -3.296
H -6.552 -6.416 -1.377
H -5.986 -5.072 -0.312
C 2.571 10.810 2.918
C 2.992 9.802 3.896
O 2.378 8.585 3.545
C 1.467 8.815 2.687
O 0.732 7.976 2.092
O 1.434 10.121 2.368
H 3.362 10.944 2.180
H 2.165 11.590 3.561
H 2.802 10.072 4.934
H 4.068 9.709 3.749
C 7.243 -2.687 3.103
C 7.370 -1.568 4.216
C 6.086 -1.356 4.972
O 6.343 -2.156 6.161
C 7.654 -2.532 6.240
O 8.234 -3.229 7.091
O 8.248 -1.987 5.172
H 6.670 -2.278 2.271
H 6.710 -3.520 3.562
H 8.209 -3.065 2.769
H 7.701 -0.594 3.856
H 5.218 -1.813 4.496
H 5.933 -0.277 4.963
C 5.302 -4.943 -7.013
C 4.628 -5.822 -5.871
C 5.196 -7.208 -5.592
O 5.288 -7.228 -4.177
C 5.122 -5.944 -3.674
O 5.026 -5.624 -2.445
O 4.951 -5.087 -4.726
H 5.150 -5.361 -8.008
H 6.390 -4.914 -6.959
H 4.856 -3.949 -7.050
H 3.582 -6.017 -6.109
H 6.143 -7.463 -6.069
H 4.623 -8.027 -6.027


[2]
109
Properties=species:S:1:pos:R:3 method="wB97M-V/def2-TZVPD" e_tot_ev=-568916.6848 total_charge=0
C 4.905 -1.917 -0.306
C 5.012 -0.304 -0.668
C 4.399 0.028 -2.175
C 4.306 1.645 -2.432
C 2.785 2.148 -2.892
C 2.382 3.363 -1.865
C 0.757 3.600 -1.693
C -0.066 2.242 -1.289
C -0.212 1.681 0.092
C -1.076 0.255 0.211
O -1.883 0.015 1.248
C -0.802 -0.823 -1.038
C -0.617 -0.261 -2.423
C -0.295 -1.234 -3.714
O -0.436 -0.651 -4.935
N 0.084 -2.697 -3.642
C 1.360 -2.940 -2.867
O 1.477 -3.041 -1.537
F 2.629 -3.148 -3.655
C -0.758 1.400 -2.551
O -1.393 2.015 -3.568
H 5.490 -2.179 0.680
H 3.770 -2.256 -0.170
H 5.314 -2.589 -1.203
H 4.434 0.385 0.084
H 6.169 -0.046 -0.700
H 3.373 -0.538 -2.253
H 5.123 -0.457 -2.967
H 5.021 1.928 -3.322
H 4.647 2.198 -1.443
H 2.782 2.605 -3.985
H 2.042 1.244 -2.905
H 2.804 3.174 -0.771
H 2.840 4.351 -2.297
H 0.499 4.443 -0.917
H 0.350 3.954 -2.746
H 0.282 2.208 1.013
H -0.768 -1.960 -0.762
H -0.707 -3.305 -3.330
C -0.397 4.456 3.467
Cl 0.167 5.562 4.731
Cl 0.407 4.808 1.928
Cl -0.119 2.772 3.943
H -1.472 4.603 3.335
C -3.913 -2.533 -4.946
Cl -2.207 -2.733 -4.511
Cl -4.159 -2.866 -6.669
Cl -4.935 -3.590 -3.957
H -4.200 -1.497 -4.751
C 4.816 6.608 -3.581
Cl 5.233 5.118 -2.718
Cl 5.421 6.552 -5.245
Cl 3.063 6.866 -3.565
H 5.292 7.448 -3.069
C -3.355 -0.190 4.426
Cl -3.956 1.460 4.658
Cl -1.610 -0.265 4.725
Cl -4.216 -1.320 5.485
H -3.539 -0.482 3.389
C -1.244 -6.415 -3.932
Cl 0.475 -6.499 -3.513
Cl -1.983 -8.024 -3.856
Cl -2.092 -5.290 -2.856
H -1.332 -6.043 -4.956
C -7.866 -3.142 6.375
Cl -6.160 -3.342 6.810
Cl -8.111 -3.475 4.652
Cl -8.887 -4.199 7.364
H -8.152 -2.106 6.569
C -6.502 -5.620 1.483
Cl -5.937 -4.514 2.747
Cl -5.697 -5.268 -0.056
Cl -6.223 -7.303 1.960
H -7.577 -5.472 1.352
C -1.251 -4.171 6.659
Cl -3.022 -4.188 6.621
Cl -0.593 -4.167 5.014
Cl -0.662 -2.769 7.568
H -0.909 -5.078 7.165
C 3.481 -3.430 5.263
Cl 2.065 -2.974 6.226
Cl 4.060 -2.050 4.315
Cl 4.770 -4.051 6.309
H 3.187 -4.223 4.572
C -4.631 -0.975 -10.069
Cl -5.504 -0.558 -11.553
Cl -4.857 -2.687 -9.674
Cl -2.908 -0.596 -10.234
H -5.038 -0.376 -9.250
C 7.082 9.208 -0.555
Cl 8.788 9.009 -0.120
Cl 6.836 8.875 -2.278
Cl 6.060 8.151 0.434
H 6.796 10.245 -0.360
C 1.737 9.610 4.349
Cl 1.258 8.164 3.444
Cl 0.410 10.164 5.384
Cl 3.187 9.287 5.315
H 1.970 10.402 3.633
C -0.955 6.374 8.596
Cl -2.718 6.192 8.588
Cl -0.167 4.810 8.325
Cl -0.446 7.549 7.371
H -0.652 6.747 9.578
C -2.507 -12.250 -3.743
Cl -3.108 -10.600 -3.511
Cl -0.762 -12.325 -3.444
Cl -3.368 -13.380 -2.684
H -2.692 -12.542 -4.780


[3]
75
Properties=species:S:1:pos:R:3 method="wB97M-V/def2-TZVPD" e_tot_ev=-135027.0339 total_charge=-1
Tl -0.433 0.385 0.132
Cl -2.003 1.072 3.314
C -3.269 0.826 2.116
C -2.888 0.511 0.830
C -3.922 0.351 -0.072
Cl -3.517 -0.028 -1.738
C -5.267 0.476 0.265
Cl -6.520 0.249 -0.906
C -5.602 0.798 1.580
Cl -7.259 0.977 2.036
C -4.592 0.982 2.521
Cl -5.001 1.403 4.149
O 3.637 -0.556 0.188
C 2.730 -1.096 0.791
O 2.207 -0.539 1.886
C 2.212 -2.442 0.426
C 3.170 -3.251 -0.206
C 2.908 -4.556 -0.552
C 1.647 -5.078 -0.261
C 0.691 -4.289 0.333
C 0.918 -2.940 0.684
S -0.460 -2.079 1.340
H 4.139 -2.811 -0.408
H 3.667 -5.161 -1.031
H 1.407 -6.103 -0.519
H -0.295 -4.688 0.528
C 2.856 2.306 1.310
Si 2.882 0.889 2.517
C 4.617 0.526 3.096
C 1.758 1.250 3.956
H 3.168 3.224 1.817
H 1.857 2.461 0.898
H 3.536 2.114 0.480
H 5.012 1.365 3.675
H 5.274 0.352 2.244
H 4.635 -0.360 3.734
H 2.109 2.112 4.529
H 1.694 0.391 4.626
H 0.747 1.464 3.600
N -0.919 3.713 -2.368
C -0.632 3.919 -1.268
N -0.265 4.110 -0.002
C 0.560 5.278 0.306
C -0.319 6.430 0.765
O -1.128 6.046 1.861
C -1.990 4.970 1.508
C -1.198 3.753 1.072
H 1.136 5.550 -0.577
H 1.251 4.999 1.103
H -0.952 6.765 -0.069
H 0.292 7.269 1.101
H -2.660 5.290 0.698
H -2.586 4.738 2.389
H -1.863 2.962 0.725
H -0.613 3.362 1.908
C -0.764 -0.837 -4.463
P -0.209 -1.240 -2.755
C 1.608 -1.176 -3.005
C -0.552 -3.040 -2.722
C 0.188 -3.988 -3.425
C -0.157 -5.330 -3.380
C -1.255 -5.740 -2.634
C -1.997 -4.806 -1.928
C -1.642 -3.464 -1.965
H -0.314 -1.506 -5.200
H -0.485 0.194 -4.689
H -1.850 -0.915 -4.524
H 1.934 -1.672 -3.922
H 2.115 -1.621 -2.150
H 1.900 -0.125 -3.055
H 1.049 -3.682 -4.007
H 0.434 -6.059 -3.922
H -1.524 -6.789 -2.597
H -2.843 -5.120 -1.330
H -2.197 -2.739 -1.382